150
Properties=species:S:1:pos:R:3 method="wB97M-V/def2-TZVPD" energy_ha=-9201.84605 fmax_ha_per_bohr=0.017 lumo_ev=0.84 e_above_lowest_kcal_mol=64.8 charge=-1
Pb 1.806 0.675 2.028
C -4.838 0.606 -6.117
C -4.725 0.573 -4.611
C -4.512 1.738 -3.883
C -4.474 1.735 -2.492
C -4.362 3.048 -1.750
C -4.589 0.511 -1.810
C -4.759 -0.677 -2.527
C -4.844 -2.023 -1.845
C -4.854 -0.618 -3.912
C -4.762 0.542 -0.317
C -6.098 0.609 0.082
C -6.444 0.797 1.409
C -5.441 0.955 2.347
C -4.095 0.879 1.992
C -3.728 0.628 0.645
Ge -1.806 0.352 0.176
S -0.692 -0.198 1.963
S -0.958 2.021 -1.035
Ge 0.325 0.356 -1.820
S 2.134 0.183 -0.624
S -1.246 -1.207 -1.384
C 0.871 0.474 -3.721
C 1.303 1.738 -4.178
C 1.698 1.904 -5.502
C 1.682 0.834 -6.384
C 1.298 -0.419 -5.934
C 0.909 -0.624 -4.610
C 0.617 -2.041 -4.210
C -0.619 -2.626 -4.484
C -1.708 -1.861 -5.188
C -0.838 -3.954 -4.119
C 0.149 -4.715 -3.513
C -0.108 -6.141 -3.088
C 1.399 -4.135 -3.316
C 1.655 -2.816 -3.670
C 3.052 -2.255 -3.550
C 1.331 2.930 -3.264
C 2.488 3.276 -2.560
C 3.785 2.510 -2.694
C 2.452 4.387 -1.717
C 1.312 5.160 -1.570
C 1.280 6.340 -0.627
C 0.184 4.822 -2.313
C 0.175 3.727 -3.162
C -1.057 3.402 -3.976
C -3.125 1.196 3.093
C -2.502 2.443 3.113
C -2.703 3.458 2.009
C -1.638 2.746 4.165
C -1.390 1.847 5.187
C -0.424 2.174 6.300
C -2.044 0.619 5.158
C -2.911 0.282 4.133
C -3.561 -1.081 4.107
H -4.850 1.633 -6.485
H -5.753 0.112 -6.451
H -3.996 0.090 -6.588
H -4.414 2.685 -4.410
H -4.497 3.887 -2.436
H -3.382 3.150 -1.282
H -5.112 3.121 -0.958
H -4.865 -1.931 -0.760
H -3.967 -2.622 -2.110
H -5.736 -2.570 -2.163
H -5.053 -1.539 -4.456
H -6.868 0.532 -0.680
H -7.487 0.858 1.702
H -5.688 1.163 3.384
H 2.010 2.889 -5.833
H 1.981 0.974 -7.418
H 1.317 -1.272 -6.606
H -1.608 -0.785 -5.046
H -2.681 -2.164 -4.813
H -1.684 -2.062 -6.264
H -1.815 -4.397 -4.307
H -1.056 -6.507 -3.486
H -0.152 -6.216 -1.997
H 0.688 -6.805 -3.431
H 2.204 -4.731 -2.889
H 3.768 -3.055 -3.355
H 3.127 -1.522 -2.745
H 3.346 -1.747 -4.473
H 3.649 1.547 -3.183
H 4.214 2.326 -1.708
H 4.507 3.092 -3.278
H 3.342 4.638 -1.143
H 2.231 6.451 -0.103
H 0.498 6.205 0.127
H 1.071 7.268 -1.165
H -0.722 5.419 -2.209
H -1.849 4.129 -3.780
H -1.448 2.409 -3.735
H -0.831 3.412 -5.047
H -3.708 3.413 1.585
H -1.986 3.291 1.194
H -2.526 4.469 2.385
H -1.125 3.706 4.163
H 0.003 3.170 6.171
H 0.395 1.449 6.306
H -0.917 2.134 7.275
H -1.841 -0.109 5.941
H -3.160 -1.709 4.905
H -3.371 -1.579 3.151
H -4.645 -1.017 4.232
O 1.173 0.153 4.132
C 1.623 -0.750 4.965
C 1.977 -0.364 6.283
C 2.282 -1.290 7.258
C 2.303 -2.659 6.965
C 2.047 -3.051 5.670
C 1.723 -2.125 4.666
C 1.586 -2.582 3.288
N 1.734 -1.842 2.244
C 1.687 -2.685 1.053
C 1.373 -4.119 1.572
N 1.371 -3.926 3.015
H 1.994 0.702 6.490
H 2.518 -0.949 8.262
H 2.542 -3.389 7.729
H 2.136 -4.097 5.404
H 1.041 -2.260 0.290
H 0.478 -4.620 1.212
H 0.701 -4.412 3.586
C 4.656 -1.147 0.806
N 4.174 -0.116 1.739
C 4.994 0.369 2.591
C 4.576 1.328 3.545
C 5.282 2.046 4.501
C 4.341 2.886 5.122
C 3.111 2.625 4.509
N 3.265 1.686 3.563
C 4.258 -2.546 1.229
C 3.084 -3.173 0.546
C 2.736 -4.637 0.982
C 3.657 -5.279 1.976
C 4.636 -4.593 2.554
C 4.935 -3.195 2.172
H 5.746 -1.098 0.737
H 4.243 -0.935 -0.173
H 6.041 0.058 2.591
H 6.346 1.979 4.693
H 4.515 3.594 5.919
H 2.143 3.073 4.710
H 3.165 -3.038 -0.526
H 2.572 -5.305 0.132
H 3.462 -6.313 2.248
H 5.264 -5.061 3.307
H 5.778 -2.707 2.660
I 1.123 3.392 1.626